[1]
Molecular formula: C12H16Cl3N3OPt
Method: DFT, wB97M-V/def2-TZVPD

Last column: Löwdin charge in e.
CARTESIAN COORDINATES (ANGSTROEM)
C -0.634459 0.840990 -1.439510  -0.26
C -1.432339 -0.303920 -1.427295  -0.28
C -0.589662 -1.450828 -1.205588  -0.24
C -2.895032 -0.334857 -1.635723  -0.08
C 0.733715 -1.017800 -1.104385  -0.26
C 0.742861 0.466666 -1.050886  -0.38
C 1.908344 1.248808 -1.511682  -0.12
C -1.089551 2.171686 -1.871756  -0.09
C -1.072059 -2.843657 -1.161845  -0.05
C 1.923349 -1.885236 -1.127837  -0.10
Pt 0.570800 0.749869 1.331932  0.70
Cl -1.884380 0.102407 1.641691  -0.23
Cl -0.142711 2.959998 1.064574  -0.13
Cl 1.206905 -1.421409 1.925300  -0.11
H -3.349994 0.605065 -1.297799  0.07
H -3.355084 -1.159928 -1.078939  0.07
H -3.140356 -0.466758 -2.700521  0.08
H -2.017553 -2.907344 -0.608661  0.08
H -0.332773 -3.481879 -0.668465  0.07
H -1.249774 -3.238167 -2.172014  0.08
H 1.827827 -2.697679 -0.395032  0.04
H 2.820002 -1.307439 -0.886497  0.07
H 2.058617 -2.339731 -2.122774  0.08
H 2.809546 0.883109 -1.009156  0.06
H 1.767163 2.295477 -1.220955  0.06
H 2.023414 1.184366 -2.604716  0.08
H -2.061865 2.401612 -1.412605  0.08
H -1.216573 2.212839 -2.967099  0.09
H -0.381286 2.946460 -1.562082  0.02
O 2.413152 1.281572 1.212498  -0.47
H 2.332048 2.235107 1.405469  -0.05
N 0.633118 1.062827 3.320182  -0.13
C 0.537021 0.894095 4.480037  -0.34
N 0.497228 0.961196 5.750944  0.04
C 0.158028 0.048639 6.621681  -0.46
N -0.117699 -0.696173 7.489504  0.01

Cartesian forces (eV/Å) of the 3 atoms listed first:
2.594 0.108 0.534
0.893 -3.459 0.329
-2.724 2.000 -0.960

- HOMO (spin up / spin down) (eV) = 0.1156 / -2.2024
- molecular weight (g mol⁻¹) = 519.72
- charge = -2
- orbital gap (spin up / spin down) (eV) = 4.735 / 6.457
- 2S+1 = 5
- electronic energy (Eh) = -2206.1970
- energy relative to the best compared isomer or geometry (same formula, charge and spin) (kJ/mol) = 0.0

[2]
Molecular formula: C4H12N2O2
Method: DFT, wB97M-V/def2-TZVPD

Last column: Löwdin charge in e.
CARTESIAN COORDINATES (ANGSTROEM)
C 1.414917 -0.970130 1.083728  -0.08
C 0.196069 1.137656 -1.265216  -0.06
N 0.367865 -1.571136 0.267687  -0.20
O 0.990368 -1.980612 -0.970380  -0.05
H 0.180896 -1.996886 -1.520793  0.07
H 1.082719 -0.832296 2.117268  0.09
H 1.786856 -0.018983 0.696284  0.06
H 2.283522 -1.638566 1.120867  0.09
H -0.224587 0.939842 -2.256743  0.08
H 0.358037 2.218277 -1.182926  0.08
H 1.179982 0.665318 -1.231747  0.06
C -0.621539 1.431540 1.141671  -0.07
C -0.757494 0.645999 -0.169176  -0.40
O -1.527896 -1.343604 -1.118003  -0.04
N -0.833051 -0.818142 0.051661  -0.12
H -2.297932 -1.749571 -0.679749  0.12
H -1.760245 0.936182 -0.519354  0.13
H -1.305727 1.036652 1.902150  0.08
H 0.388820 1.429038 1.553091  0.06
H -0.901579 2.479422 0.979678  0.08

Cartesian forces (eV/Å) of the 3 atoms listed first:
-0.008 0.373 0.090
0.269 -0.098 -0.227
-0.106 -1.601 0.184

- HOMO (eV) = -7.9750
- molecular weight (g mol⁻¹) = 120.15
- charge = 0
- orbital gap (eV) = 8.808
- structure (SMILES) = CC(C)N(O)N(C)O
- electronic energy (Eh) = -419.4323
- energy relative to the best compared isomer or geometry (same formula, charge and spin) (kJ/mol) = 567.6

[3]
Molecular formula: C3H2FO2Yb
Method: DFT, wB97M-V/def2-TZVPD

Last column: Löwdin charge in e.
CARTESIAN COORDINATES (ANGSTROEM)
F 2.692623 -0.112485 0.719244  -0.13
O -0.740502 0.394366 -0.557691  -0.53
O 1.912917 1.536818 -0.616843  0.13
C -0.227653 -0.811603 -0.769265  -0.36
C 1.121276 -0.839846 -0.344166  -0.06
C 1.580275 0.509442 -0.088496  -0.36
H -0.427254 -1.269622 -1.752259  0.11
H 1.412567 -1.762655 0.157694  0.11
Yb -2.937359 0.118576 0.621375  1.09

Cartesian forces (eV/Å) of the 3 atoms listed first:
0.991 1.834 1.337
-3.861 -1.188 0.773
-2.271 -1.492 1.441

- HOMO (spin up / spin down) (eV) = -8.0747 / -8.0388
- molecular weight (g mol⁻¹) = 262.08
- charge = 0
- orbital gap (spin up / spin down) (eV) = 7.139 / 4.284
- 2S+1 = 2
- electronic energy (Eh) = -1524.2870
- energy relative to the best compared isomer or geometry (same formula, charge and spin) (kJ/mol) = 272.8

[4]
Molecular formula: C40H42N3
Method: DFT, wB97M-V/def2-TZVPD

Last column: Löwdin charge in e.
CARTESIAN COORDINATES (ANGSTROEM)
C 0.304507 -1.213138 4.814352  -0.09
C -0.221385 -0.618927 3.656739  -0.08
C 0.039031 -1.171847 2.411666  -0.04
C 0.767390 -2.388929 2.294586  -0.22
C 0.851252 -3.135927 1.062135  -0.05
C -0.004815 -2.907311 -0.029916  -0.20
N 0.422684 -3.102237 -1.303823  -0.06
C 1.828241 -3.307779 -1.619636  -0.14
C 1.883288 -3.590351 -3.125009  -0.15
C 0.434992 -3.636909 -3.629342  -0.14
C -0.459581 -3.204152 -2.458342  -0.15
C -1.426678 -2.520163 0.201436  -0.19
C -2.135168 -3.121588 1.254217  -0.04
C -3.486570 -2.860043 1.453036  -0.06
C -4.130735 -1.913652 0.646600  -0.07
C -3.420165 -1.248482 -0.356405  -0.06
C -2.071475 -1.534344 -0.570388  -0.04
C 1.427835 -2.865857 3.454321  -0.05
C 1.136648 -2.337573 4.702423  -0.09
H 0.075928 -0.788039 5.794393  0.10
H -0.838933 0.279765 3.728284  0.11
H -0.354342 -0.698887 1.508979  0.11
H 1.753908 -3.734876 0.919622  0.10
H 2.419608 -2.417809 -1.355788  0.14
H 2.243548 -4.150783 -1.052655  0.11
H 2.446635 -2.799418 -3.625799  0.11
H 2.392855 -4.538286 -3.310431  0.11
H 0.284057 -2.965260 -4.478894  0.11
H 0.163745 -4.648343 -3.947964  0.11
H -1.286891 -3.915828 -2.290805  0.11
H -0.925138 -2.236787 -2.697292  0.10
H -1.597059 -3.827677 1.890513  0.10
H -4.028223 -3.387983 2.238996  0.11
H -5.184449 -1.686893 0.814549  0.11
H -3.906785 -0.497603 -0.982177  0.11
H -1.506344 -0.971586 -1.318326  0.12
H 2.122800 -3.699370 3.350271  0.10
H 1.563370 -2.791110 5.598615  0.10
C -3.661064 -6.748520 -1.439685  0.01
N -2.892494 -6.756670 -0.208112  -0.05
C -1.743321 -6.071417 0.005155  0.06
C -1.230627 -6.372481 1.293835  -0.12
C -0.078188 -5.813487 1.856684  0.07
C 0.288810 -6.028549 3.233097  -0.22
C -0.636784 -5.855137 4.292809  0.01
C -0.333224 -6.224936 5.593431  -0.13
C 0.962207 -6.742127 5.891082  -0.08
N 1.272689 -7.133781 7.163372  -0.07
C 0.416451 -6.786898 8.277376  -0.16
C -1.049092 -6.932728 7.911962  -0.16
C -1.377681 -6.120630 6.661159  -0.14
C 2.643631 -7.396194 7.546965  -0.16
C 3.384869 -8.152616 6.461465  -0.16
C 3.294321 -7.405821 5.134231  -0.14
C 1.931866 -6.851323 4.852284  -0.13
C 1.603026 -6.438339 3.574679  0.02
C -2.146944 -7.384427 1.852566  -0.09
C -2.142236 -8.210789 2.966254  -0.01
C -3.218019 -9.091361 3.175654  -0.06
C -4.263163 -9.200085 2.244129  -0.06
C -4.243036 -8.432721 1.067877  0.00
C -3.185146 -7.547125 0.907979  -0.16
H -4.582005 -7.314527 -1.278685  0.08
H -3.910394 -5.719754 -1.729455  0.10
H -3.096122 -7.211919 -2.261363  0.11
H -1.321076 -5.405904 -0.741840  0.13
H 0.673100 -5.441302 1.164483  0.11
H -1.619527 -5.432037 4.078636  0.14
H 0.682269 -7.451959 9.107926  0.13
H 0.622276 -5.748784 8.598415  0.14
H -1.276494 -7.990812 7.737487  0.12
H -1.656628 -6.596184 8.755586  0.12
H -1.508157 -5.062612 6.939693  0.13
H -2.344746 -6.452436 6.261151  0.12
H 3.162160 -6.442931 7.760190  0.14
H 2.613797 -7.975410 8.477328  0.13
H 4.428802 -8.268742 6.761177  0.12
H 2.952840 -9.153823 6.354185  0.12
H 4.025309 -6.582526 5.136112  0.13
H 3.589908 -8.077613 4.319689  0.12
H 2.357530 -6.486957 2.784483  0.14
H -1.304011 -8.183388 3.661498  0.11
H -3.241251 -9.706899 4.077400  0.11
H -5.087467 -9.889098 2.421978  0.11
H -5.008135 -8.504625 0.299268  0.11

Cartesian forces (eV/Å) of the 3 atoms listed first:
-0.115 -0.146 -0.126
0.280 -0.108 0.291
0.089 -0.664 -0.086

- HOMO (eV) = -9.1128
- molecular weight (g mol⁻¹) = 564.80
- charge = +1
- orbital gap (eV) = 5.068
- electronic energy (Eh) = -1713.4776
- energy relative to the best compared isomer or geometry (same formula, charge and spin) (kJ/mol) = 0.0

[5]
Molecular formula: C5H12NO
Method: DFT, wB97M-V/def2-TZVPD

Last column: Löwdin charge in e.
CARTESIAN COORDINATES (ANGSTROEM)
C -0.028875 -1.130196 0.906058  -0.23
C -0.363693 -0.524110 -0.390499  -0.41
C 0.117061 -0.363630 2.195316  -0.01
C 0.023007 -1.176580 -1.859554  0.08
C 0.599551 1.779958 -0.451477  0.03
N -0.617257 0.941193 -0.458941  0.09
O -1.321948 -1.194729 0.335168  0.07
H 0.521973 -2.067031 0.871440  0.16
H -0.562698 0.485293 2.257112  0.09
H 1.139704 -0.027582 2.338719  0.09
H -0.131875 -1.031275 3.017730  0.10
H -0.741621 -0.893469 -2.571496  0.08
H 0.035407 -2.250936 -1.736081  0.09
H 1.000770 -0.821469 -2.162633  0.08
H 1.238724 1.497149 0.382284  0.10
H 1.151510 1.646194 -1.378549  0.11
H 0.327077 2.828570 -0.347219  0.11
H -1.175799 1.134310 -1.302118  0.19
H -1.211018 1.168340 0.354740  0.18

Cartesian forces (eV/Å) of the 3 atoms listed first:
0.790 0.404 0.286
0.973 -1.804 -2.686
-0.150 -0.230 -0.135

- HOMO (eV) = -15.2089
- molecular weight (g mol⁻¹) = 102.16
- charge = +1
- orbital gap (eV) = 11.955
- structure (SMILES) = C[NH2+][C@]1(C)O[C@@H]1C
- electronic energy (Eh) = -327.4161
- energy relative to the best compared isomer or geometry (same formula, charge and spin) (kJ/mol) = 114.1